# C10H18Br4FN2O2

3 unconnected molecules or ions with the total composition C10H18Br4FN2O2 in a non-equilibrium geometry (wB97M-V/def2-TZVPD, the Open Molecules 2025 dataset).

```
37
Properties=species:S:1:pos:R:3:mulliken_charge:R:1
C -2.7534 -3.1461 -3.2860 0.561
C 2.2350 1.0285 1.8256 0.280
F -4.0403 -3.3835 -3.0579 -0.222
Br 2.2837 1.5310 5.8881 -0.135
H -0.4369 1.2370 -3.8756 0.294
C 2.3701 -0.2863 6.5780 -0.560
H 3.0809 1.1445 1.1559 0.424
H -2.4785 -3.0446 -5.3119 0.357
H 1.3939 -0.7284 6.4107 0.376
N -2.6680 0.5225 -3.1860 -0.175
H -2.8517 0.6358 -1.0831 0.362
H 0.5861 -0.0569 -3.1852 0.458
H 0.6718 2.2407 2.7035 0.413
H 2.5471 -0.1854 7.6459 0.346
H -2.6823 2.2084 -1.8706 0.359
H -0.2246 1.9417 -1.5004 0.494
H 2.5223 0.4139 2.6803 -0.447
Br 3.0163 -1.6088 4.1202 -0.143
C -0.7778 1.0514 -1.7841 0.358
H -3.6326 0.2106 -3.2937 0.359
H -2.4924 1.2400 -3.8927 0.397
H 4.4059 -0.5199 5.8702 0.371
C 3.4770 -1.0760 5.9358 -0.594
C -0.3883 0.4178 -3.1513 -0.802
N -2.5897 -2.4348 -4.5046 -0.136
Br 1.4698 3.5820 0.7652 -0.176
H -1.6373 -1.0488 -2.3677 0.476
O -1.0048 -1.1476 -5.5221 -0.529
H 2.3229 2.8305 2.9690 0.342
C -2.3083 1.1871 -1.8477 -0.695
C 1.6571 2.3431 2.2622 -0.684
O -1.9057 -3.4761 -2.5331 -0.393
C -1.5766 -0.5067 -3.3120 0.067
H -0.4856 0.3046 -1.0388 -0.578
C -1.6581 -1.3922 -4.5410 -0.165
H 3.6452 -2.0033 6.4780 0.347
Br 0.9078 -0.0259 0.8571 -0.007
```

Output
calculated total energy: -300618.41745 eV
frontier orbital gap: 8.95 eV
E_LUMO: -3.2252 eV
charge: +1

***

# C72H137N9O22

14 unconnected molecules or ions with the total composition C72H137N9O22 in a non-equilibrium geometry (wB97M-V/def2-TZVPD, the Open Molecules 2025 dataset).

```
240
Properties=species:S:1:pos:R:3:mulliken_charge:R:1
H -0.1703 -3.2703 -1.3778 -0.314
C -3.2144 3.8186 7.2539 -0.674
H -2.7717 6.5789 2.8567 -0.155
O 1.4623 0.6821 -1.5785 -0.122
O 5.2726 -0.4651 -5.1555 -0.501
H 3.8639 -3.9855 -2.6328 -0.639
H -5.5705 -0.5927 1.0618 0.466
H -6.2598 6.5010 -0.8658 0.279
H 0.0198 -0.9946 2.1294 0.022
C 0.0350 -3.4369 4.0778 -1.077
H 5.5935 -11.0662 -5.4261 0.296
C 2.5527 1.8958 3.0389 -0.882
H 4.7323 -2.3141 -5.8749 0.359
H -3.7838 4.0236 8.2103 0.407
H -2.7857 4.1223 -3.2733 0.979
C 5.6003 -2.4970 -3.9401 -0.783
H -1.5773 1.5166 -2.2300 -0.734
H -6.8668 0.7964 3.5602 0.500
C 3.1401 -9.9346 -4.1746 -0.541
H 3.9599 -1.0228 -0.3380 -0.156
H -3.3282 2.0499 -4.3590 0.263
C -5.8958 1.2948 3.3849 -0.383
C 2.4422 2.6744 -2.3408 -1.319
N -5.3431 6.1834 1.8630 0.293
C -0.2569 0.9906 1.3393 1.112
C 2.7017 -9.2576 -3.0755 -0.381
H 3.8401 0.1855 -6.5654 0.320
H -4.5935 -1.4956 -0.1734 0.467
C -2.2553 1.9523 1.4883 0.979
H 3.5614 2.7621 -2.5869 0.135
O -4.9136 1.7179 -0.4431 -0.507
H 4.6869 0.5382 -0.6651 -0.392
H 0.1357 0.8967 5.8054 -0.102
N 1.1672 2.4146 4.8748 0.269
H 0.7577 -1.9101 -4.6940 0.287
O -1.5405 0.7605 1.7996 0.150
O 0.2126 -1.6635 -2.7341 0.465
O 0.2046 -1.2062 4.9970 -0.731
O -5.5538 2.2079 -5.7328 -0.384
C -4.7096 6.8654 0.6826 0.423
H -6.0029 -0.9640 4.5185 0.587
C 4.3767 -7.5744 -3.4240 -0.871
H 1.1015 -1.8569 0.3751 -0.745
C 3.2235 4.6295 0.8044 0.228
O -1.8751 5.4065 1.2891 -0.419
H -4.8209 5.2957 -0.8139 0.202
H -4.7979 7.9573 0.8016 0.672
H 1.5762 -0.1291 1.7767 -0.691
H -0.6860 2.5255 6.1083 0.376
H 6.8221 3.3752 0.6826 0.578
C -0.6790 -1.3054 -0.4769 -0.301
O -1.8606 -2.0138 4.4406 -0.495
H 3.9279 -5.2230 -7.6212 0.391
H 5.8244 5.1054 -2.1830 0.400
H 4.3672 -3.6413 -7.2546 0.340
O -0.9160 -6.0494 -1.9310 -0.572
C 2.7279 3.2027 2.7735 1.282
H -1.0138 -0.3175 -0.7806 -0.250
H 3.4356 0.5351 -4.9242 -0.014
H -1.6494 2.8492 1.7209 0.107
H -5.3652 4.3484 1.0054 0.906
H -5.8903 2.3952 3.5880 -0.187
H 7.1276 -2.4951 -1.9603 0.733
O -4.9794 0.7920 4.2605 -0.093
H -7.0216 2.1365 -4.2364 0.509
C 6.1840 -2.9467 -1.6490 -0.646
C -2.7477 3.1472 -2.8170 -0.731
C -5.0705 2.8548 -3.4849 0.132
H 5.5400 -3.5459 -4.0883 0.019
H 5.3391 -2.7867 2.8414 0.349
C -3.4892 6.5992 3.6633 -0.412
H 0.8458 -3.4227 -3.6740 0.000
C 4.8215 -8.3381 -4.5093 0.053
H 6.1195 -2.6053 -0.6106 0.254
H -1.5726 0.4865 7.2050 0.088
H 2.9879 -2.4696 -2.8787 -0.154
H -3.1537 1.4748 8.9541 0.385
H 3.8673 -3.6268 3.7474 0.345
C -4.8708 6.9007 3.1081 -0.946
H -1.7013 4.6429 3.4010 -0.106
C -5.1569 6.3334 -0.7098 -1.302
H -4.4358 -1.0956 3.7849 0.181
C 6.2242 -4.4891 -1.7328 -1.388
C -4.5082 0.5576 -0.5282 0.942
H -3.1347 0.7112 5.4451 0.022
C 1.7038 -5.3639 -0.7031 0.219
H 4.8468 -6.6016 -3.2143 0.530
H 0.9585 4.4135 5.3547 0.570
H -5.6020 1.1539 2.3630 0.023
H -5.0816 0.5018 -6.6912 0.243
C -1.3714 2.4570 -2.7867 1.181
C -0.2296 1.0194 -4.3532 -0.547
H 4.0954 -10.7312 -6.5296 0.369
O 2.8572 1.8023 -0.1556 -0.354
H 4.7473 1.3987 -5.7049 0.325
C 4.7341 -1.7760 -4.9437 0.066
N -3.0400 -0.1257 6.0057 0.162
H -0.9616 0.1979 -4.3284 0.266
C 5.0319 -0.8240 -2.2012 -0.318
H -2.7829 -0.5791 8.0961 0.524
C -0.9837 -7.2829 -1.8343 0.612
C 4.1501 5.0412 -0.1109 -0.796
H -0.5600 -3.7601 3.2767 0.328
C 2.1088 -7.2768 0.6631 -0.543
C 4.9215 -10.3115 -5.9110 -0.945
H 6.1914 -4.8668 -2.7633 0.336
H -3.1835 2.0391 2.0823 -0.588
C 4.9192 3.2736 1.6485 -0.383
H 7.1629 4.4938 -1.2978 0.324
C -0.5659 -2.2422 -1.6938 -0.497
C 3.6278 3.6840 1.7227 0.062
H -6.8438 0.6457 -6.3118 0.327
C 4.2816 -2.8711 3.0572 -1.328
C -5.9538 1.1915 -6.6238 -0.740
N 1.5647 -6.0640 0.4586 0.692
H -1.5347 -2.3997 -2.0961 0.876
H -5.3574 4.2669 2.7458 0.832
H -5.0701 3.8617 -3.8850 0.463
C 2.7849 -7.3033 -1.5714 0.850
C -0.6159 5.5781 1.3039 -0.217
H 2.3892 -5.6576 -2.7927 0.641
C -0.1047 7.0181 1.0962 -1.747
N 5.4218 4.6476 -0.1420 0.071
H -7.9249 7.8912 2.6870 0.332
O -3.8302 0.1320 -1.5653 -0.357
C -2.6370 0.2415 7.3452 -0.887
C -4.2745 -0.8917 5.8922 -1.140
H -6.1173 1.5928 -7.6029 0.269
H 3.5467 -2.9670 -1.2093 -0.371
C -0.4960 -2.1025 4.5661 0.650
H -0.7220 3.1410 -2.2127 0.025
H 2.6666 -4.0448 -7.2956 0.331
C 0.5287 -0.3161 1.4552 0.660
C 0.2879 -2.4865 -3.8795 -0.930
C -4.9079 4.7419 1.8835 -1.729
C 4.3097 0.4248 -5.5876 -0.478
H 6.6018 -2.0953 -3.9901 0.599
H -4.3151 1.6350 7.6351 0.480
C -2.3684 -7.9121 -1.9869 -1.195
H -1.6196 5.2570 5.0231 0.562
O 2.9030 -4.3554 -4.7342 -0.347
N 4.2242 -9.4810 -4.8739 0.178
H -0.4122 -5.7337 0.9916 0.348
C -3.2781 1.5227 7.8576 -0.704
H -0.7066 -2.7808 -4.2004 0.342
H -2.5704 1.9351 0.4360 -0.710
C 3.5976 -4.3953 -7.0028 -1.483
C 5.8110 3.6692 0.7268 -0.801
H 0.4917 0.8680 -3.5621 -0.128
C -4.7006 -0.5759 0.4213 -0.985
C -5.9344 2.0544 -4.3649 -1.095
C 2.0763 4.1598 3.5844 -0.503
H -3.9558 3.7706 6.4402 0.259
H -7.1435 5.7648 0.8875 0.548
C 4.8265 -0.5347 -0.7145 -0.428
H -3.0041 3.2803 -1.7302 -0.387
H -5.6409 6.6720 3.9002 0.434
H 0.9177 6.9961 0.6837 0.341
H -3.9908 -1.8961 5.8434 0.368
H 0.5607 -6.3606 2.2869 0.486
H -2.1406 -1.1235 4.8334 0.644
N 5.0850 -2.2657 -2.4814 1.579
H -3.6674 6.5604 0.7761 -0.202
C 0.5423 -5.6406 1.4393 -0.874
H 1.7864 -9.5552 -2.4468 0.441
H -4.9992 7.9307 2.9776 0.595
H 1.2927 -4.3429 -0.7448 -0.631
H 2.1897 5.2365 3.3484 0.382
H -6.5856 8.4123 1.6122 0.269
C 0.2921 1.9773 6.0055 -0.408
H -3.7444 -0.6051 1.0168 -0.139
H -2.3600 -9.0092 -2.1683 0.313
H 0.2493 0.9486 -5.3178 0.506
H 0.0244 7.5564 2.0477 0.322
O -2.4717 2.5848 7.3606 -0.307
C 2.2240 1.6195 -1.2672 0.554
H 5.6413 -7.9790 -5.1599 0.393
H -3.1790 7.1870 4.5012 0.602
C 2.3420 -6.0376 -1.7861 -0.760
C -4.9872 -0.5921 4.5650 -0.434
H 1.1369 -0.4271 -0.6059 0.070
H 2.1779 4.9742 0.7450 0.237
C 1.3629 3.7153 4.6610 -0.632
O 4.8138 -5.3947 -5.2024 -0.782
H 2.6632 -10.8434 -4.5744 0.410
H -2.4791 4.5738 6.9867 0.197
C -7.4192 7.7235 1.7151 -1.120
H 1.2910 0.4685 4.2340 0.317
H 5.4915 -9.6683 -6.5616 0.358
C 3.7637 -4.7802 -5.5254 0.772
H 6.0206 -0.4282 -2.5500 0.447
O 0.2310 4.6555 1.4846 0.486
H 7.1585 -4.7296 -1.2801 0.539
C 3.8059 -2.9248 -2.2821 0.712
H -1.3544 -1.8583 0.1919 0.141
H 0.2167 1.7909 1.9127 -0.411
C 1.6623 1.5069 4.0250 -0.066
H 3.8051 -1.9330 3.3761 0.176
H 3.7310 -1.7801 -4.5720 -0.108
H 3.2035 -8.8930 -0.1542 0.417
H 1.8903 2.4984 -3.2712 0.290
C -2.2272 4.6948 4.3433 -0.121
H 0.0140 -4.1162 4.9130 0.567
O 0.0202 -8.0016 -1.4962 -0.623
H 2.1091 3.6112 -1.8844 0.102
H 5.6766 -0.8078 -0.1273 0.852
H -2.9215 -7.7748 -1.0641 0.265
H -3.7717 0.9816 -2.1506 0.198
O 2.3615 -2.9453 1.5156 -0.069
H -5.5643 2.7321 -2.5156 0.024
H -8.2159 8.0008 0.9784 0.322
H 0.9026 2.0321 6.8892 0.330
H 5.2694 2.5793 2.4072 0.553
H 6.5880 6.2030 -0.9731 0.340
H -5.6653 1.0409 -4.0451 0.357
H -4.9120 -0.7212 6.7375 0.573
N 0.6129 -1.0090 0.1459 2.047
H 1.0598 -3.2551 3.7287 -0.012
H -3.8299 4.7793 1.7746 -0.225
O -0.8371 2.3352 -4.1466 -0.544
H -0.2819 1.4703 0.3388 -0.393
O -3.5259 5.2491 4.1638 -0.165
C 2.7620 -7.8884 -0.3302 -0.201
O 4.3544 -3.5390 0.7239 -0.672
H 3.9000 5.7133 -0.8717 0.636
H -4.5721 6.8396 -1.4893 0.480
C -6.8345 6.2881 1.7853 -0.568
C 6.3085 5.1854 -1.2128 -0.939
H 4.2401 -0.3852 -2.7930 -0.070
H 5.3840 -4.9312 -1.2072 0.127
N -3.7333 2.2811 -3.4828 -0.465
H -7.1514 5.7910 2.7091 0.551
H 0.8189 -4.6403 1.8350 -0.209
C 3.6154 -3.1932 1.6770 0.318
H -2.4027 3.6634 4.7209 -0.264
H 1.9215 -7.7562 1.6410 0.448
C 3.3388 -8.1036 -2.6731 0.175
H -0.7964 7.6749 0.5244 0.324
H -2.8289 -7.4913 -2.8859 0.306
H 3.0579 1.1523 2.4757 0.454
```

Output
calculated total energy: -135323.17035 eV
frontier orbital gap: 4.99 eV
E_LUMO: -5.1412 eV
charge: +2
ΔE to the lowest compared entry with this formula, charge and spin: 0.000 eV

***

# H2N2O3S2

3 unconnected molecules or ions with the total composition H2N2O3S2 in a non-equilibrium geometry (wB97M-V/def2-TZVPD, the Open Molecules 2025 dataset).

```
9
Properties=species:S:1:pos:R:3:mulliken_charge:R:1
O 6.8419 1.8905 -0.3310 -0.252
N 5.7132 2.3715 -0.1308 0.246
N 3.9979 3.5729 -1.3691 0.323
S 4.1425 -0.3993 1.2537 -0.753
O 5.0760 2.8297 -1.4127 -0.087
O 3.4462 3.7520 -0.2682 -0.371
S -17.2507 -7.8120 0.9257 -0.933
H 4.6710 0.4228 0.2735 -0.107
H -16.6380 -6.6281 1.0589 -0.067
```

Output
calculated total energy: -30820.21227 eV
frontier orbital gap (alpha / beta): 3.81 / 3.82 eV
E_LUMO (alpha / beta): 2.2037 / 2.2175 eV
charge: -2
ΔE to the lowest compared entry with this formula, charge and spin: 1.009 eV

***

# C4H32N2O10

11 unconnected molecules or ions with the total composition C4H32N2O10 in a non-equilibrium geometry (wB97M-V/def2-TZVPD, the Open Molecules 2025 dataset).

```
48
Properties=species:S:1:pos:R:3:mulliken_charge:R:1
H -1.5854 2.1776 -1.4328 0.570
H -1.1700 -1.3954 3.9145 0.288
H 0.9278 1.3442 -2.3284 0.492
N -2.7277 0.4281 2.0690 -0.094
H -3.2035 -0.5299 2.0724 0.480
H 0.5723 -0.2306 0.0156 0.254
O 0.1439 1.5101 3.0003 -0.767
H 0.1473 -2.9116 0.6909 0.297
H 0.1480 2.1189 3.7494 0.324
H 1.6855 2.1043 2.3686 0.357
H -0.3124 -1.3929 2.4711 0.418
H 1.5900 -0.4268 -1.5407 0.591
O 0.4924 -2.0624 1.0484 -0.821
H 1.0341 2.2132 -0.7040 0.325
H 1.8484 -1.4287 -3.3794 0.287
H 1.4527 -2.2575 1.1440 0.366
O -3.9099 -1.5145 -0.5577 -0.590
C -0.9158 1.3309 -1.1804 -0.742
H -0.7781 -3.5864 -3.1294 0.326
O 3.0626 -1.9003 0.3268 -0.679
O 2.5413 2.1304 1.8725 -0.645
C -1.2333 1.0688 0.2441 0.232
H 2.9829 2.9471 2.1032 0.344
O -0.0673 -3.4545 -2.4761 -0.560
H 2.2005 0.2295 -0.0706 0.225
N 1.2925 0.1400 -0.6371 0.123
H 3.6206 1.1183 0.8971 0.371
C 0.6613 1.3358 -1.2528 -0.838
H -0.4553 1.3908 0.9966 0.558
H -2.8502 1.3107 -3.9270 0.319
H 0.0817 0.5685 3.2483 0.356
O -0.8838 -0.9532 3.1095 -0.670
H 2.6117 -0.0899 -3.5160 0.325
H -1.8157 0.3140 2.5694 0.184
H 3.6080 -1.1051 0.5219 0.361
H -3.3608 0.9827 2.7054 0.460
H -1.2492 0.5804 -1.9257 0.425
H -4.7885 -1.1776 -0.3686 0.340
O 1.8381 -0.5052 -3.0723 -0.632
H -0.6016 -3.6138 -1.6900 0.256
H -3.9650 -2.0549 -1.3578 0.305
H -2.0462 2.5749 -3.9806 0.311
H -3.4814 0.9252 0.0952 0.446
O -1.9996 1.6949 -3.5932 -0.612
H 3.7035 -2.5780 0.6216 0.340
C -2.5102 0.8524 0.6605 -0.566
H 3.9566 1.2571 -0.5064 0.370
O 3.7073 0.5202 0.1107 -0.807
```

Output
calculated total energy: -28092.02544 eV
multiplicity: 2
expectation value of S²: 0.756
frontier orbital gap (alpha / beta): 8.14 / 4.31 eV
E_LUMO (alpha / beta): -11.1908 / -15.0221 eV
charge: +3
ΔE to the lowest compared entry with this formula, charge and spin: 2.626 eV

***

# C6H13Br3O7S2

A molecular structure, C6H13Br3O7S2 in a non-equilibrium geometry (wB97M-V/def2-TZVPD, the Open Molecules 2025 dataset).

```
31
Properties=species:S:1:pos:R:3:mulliken_charge:R:1
H -1.1474 -2.4904 0.7818 0.085
H -3.2013 0.9894 1.0819 0.403
H -1.5504 -1.9610 2.4797 0.318
C 1.6708 1.2361 -1.0980 0.103
Br -3.4331 -2.4000 -0.8895 -0.042
H -2.0806 -0.0326 0.1165 0.104
O 4.8177 1.6340 -2.8919 -0.524
O 2.3819 1.4524 -2.3066 -0.356
H -2.7744 -0.6497 1.4601 0.226
H 1.1041 0.3076 -1.1115 0.040
O 0.0595 0.1590 1.2582 -0.256
S 0.6726 -1.3017 1.7050 1.177
H -0.4929 -3.3003 2.2894 0.435
O 3.9582 1.5626 -0.5378 -0.402
H 2.8542 0.4400 0.6021 0.200
C 2.6792 1.3686 0.0537 -0.049
H -3.5126 -2.2774 -3.4303 0.380
S 3.8289 2.1871 -2.0253 1.011
C -0.8035 -2.3746 1.8080 -0.756
C -3.2125 -1.5697 -2.6711 -0.363
C -2.3587 0.3042 1.1198 -0.835
O 3.6059 3.5980 -1.9487 -0.533
C -1.1157 0.7177 1.8881 -0.339
O 1.2333 -1.1701 3.0251 -0.628
H 2.4508 2.0896 0.8400 0.255
H -0.9313 1.7801 1.7582 0.389
Br -4.4717 -0.1480 -2.9191 0.000
O 1.5357 -1.7095 0.6323 -0.598
H 0.8960 2.0104 -1.0575 0.220
H -1.2433 0.4372 2.9327 0.311
Br -1.4195 -0.8892 -2.9451 0.025
```

Output
calculated total energy: -252560.79378 eV
frontier orbital gap: 10.07 eV
E_LUMO: -0.6637 eV
ΔE to the lowest compared entry with this formula, charge and spin: 0.000 eV

***

> Number 3 is which compound?

H2N2O3S2